Record 1
A structure of composition C46H60CaN6O2S. Source: the Open Molecules 2025 dataset; level of theory: ωB97M-V/def2-TZVPD.

Geometry as XYZ:
```
116
Properties=species:S:1:pos:R:3:forces:R:3
Ca 0.053 0.053 0.059 -0.80 -0.70 -0.67
C 2.279 -2.659 5.608 -0.02 -0.02 -0.04
C 1.394 -3.288 4.524 0.08 0.09 0.01
C 1.570 -2.635 3.188 0.01 0.02 0.00
C 2.340 -3.053 2.148 0.07 0.02 0.02
C 3.144 -4.311 2.044 -0.08 -0.02 -0.05
C 2.373 -5.413 1.303 0.02 0.04 -0.01
C 2.170 -2.073 1.082 -0.01 0.01 -0.13
C 2.794 -2.116 -0.174 -0.13 0.11 0.03
C 2.649 -1.221 -1.247 0.01 -0.06 0.05
C 3.278 -1.359 -2.557 0.07 0.00 0.04
C 4.176 -2.478 -2.989 -0.09 -0.02 0.01
C 3.395 -3.681 -3.529 -0.01 0.03 0.01
C 2.858 -0.298 -3.301 -0.04 -0.03 -0.01
C 1.992 0.494 -2.436 -0.02 0.19 -0.08
C 1.371 1.702 -2.790 -0.02 -0.10 0.10
C 0.489 2.480 -2.019 0.13 -0.05 0.01
N 0.072 2.160 -0.770 0.14 0.67 -0.21
C -0.757 3.146 -0.345 -0.09 -0.02 0.08
C -1.387 3.185 0.911 0.08 -0.10 -0.02
C -1.284 2.270 1.968 0.00 0.09 -0.07
N -0.551 1.130 1.934 -0.02 0.40 0.76
C -0.626 0.553 3.156 0.18 -0.06 0.00
C 0.058 -0.617 3.531 0.03 0.03 -0.15
C 0.927 -1.399 2.756 -0.01 0.12 0.09
N 1.298 -1.112 1.481 0.59 -0.46 0.65
C -1.493 1.343 4.022 -0.03 -0.05 -0.03
C -1.903 2.413 3.283 -0.01 0.02 -0.06
C -2.766 3.560 3.712 0.11 0.03 0.01
C -1.947 4.776 4.165 -0.01 -0.04 -0.02
C -1.815 1.018 5.447 0.10 0.06 0.04
C -0.708 1.443 6.421 -0.02 -0.01 -0.04
C -0.894 4.152 -1.393 0.02 0.01 0.08
C -0.126 3.732 -2.438 -0.08 -0.05 -0.03
C 0.071 4.401 -3.764 0.13 0.05 0.08
C 1.364 5.223 -3.823 -0.03 -0.03 0.01
C -1.738 5.388 -1.312 -0.07 -0.09 -0.01
C -3.220 5.110 -1.590 0.03 -0.01 0.00
N 1.878 -0.109 -1.227 0.83 0.06 -0.33
C 3.203 0.017 -4.725 0.12 0.11 0.11
C 4.342 1.039 -4.845 -0.04 -0.03 0.01
H 2.129 -3.143 6.575 0.00 0.01 -0.03
H 2.061 -1.594 5.719 0.01 -0.03 -0.01
H 3.333 -2.752 5.337 -0.03 0.01 0.01
H 0.344 -3.225 4.827 0.01 -0.02 0.00
H 1.622 -4.352 4.439 -0.02 0.00 0.01
H 3.413 -4.660 3.043 0.00 0.00 0.00
H 4.084 -4.111 1.524 0.02 -0.01 0.03
H 1.393 -5.565 1.759 0.02 -0.01 -0.01
H 2.920 -6.359 1.317 -0.01 0.02 -0.01
H 2.208 -5.130 0.260 -0.01 -0.01 0.05
H 3.466 -2.952 -0.341 -0.02 0.00 0.00
H 4.793 -2.800 -2.145 0.02 0.02 -0.02
H 4.868 -2.116 -3.753 0.01 -0.01 -0.01
H 2.717 -4.070 -2.766 0.01 0.00 -0.02
H 4.066 -4.485 -3.840 -0.02 0.02 0.01
H 2.786 -3.389 -4.388 0.01 -0.01 0.03
H 1.593 2.076 -3.785 -0.03 -0.02 0.01
H -2.001 4.060 1.102 -0.01 -0.02 -0.02
H -0.097 -0.952 4.552 -0.02 -0.01 -0.04
H -3.417 3.241 4.529 -0.02 0.00 0.00
H -3.421 3.855 2.889 -0.02 -0.01 0.01
H -1.326 4.520 5.025 -0.01 0.01 -0.02
H -2.595 5.608 4.446 0.01 -0.02 0.00
H -1.281 5.111 3.367 -0.01 -0.01 0.02
H -1.986 -0.058 5.549 -0.01 0.00 0.00
H -2.750 1.506 5.729 -0.02 -0.01 0.01
H 0.245 0.986 6.148 -0.03 0.01 0.01
H -0.948 1.152 7.445 0.00 0.01 -0.02
H -0.572 2.526 6.397 0.01 -0.03 0.00
H -0.782 5.050 -3.972 -0.01 0.00 -0.03
H 0.086 3.647 -4.555 -0.01 0.00 -0.01
H 1.336 6.034 -3.093 0.01 -0.03 -0.01
H 1.512 5.658 -4.814 0.00 0.00 0.01
H 2.229 4.599 -3.588 -0.02 0.02 -0.01
H -1.370 6.129 -2.024 0.01 0.01 0.01
H -1.635 5.837 -0.320 0.01 0.02 -0.01
H -3.343 4.661 -2.579 0.00 0.01 0.03
H -3.811 6.028 -1.556 0.01 -0.02 0.01
H -3.628 4.414 -0.852 0.02 0.02 -0.03
H 2.318 0.399 -5.240 -0.01 -0.01 -0.01
H 3.487 -0.904 -5.238 -0.01 0.00 -0.03
H 4.096 1.958 -4.308 0.00 -0.03 -0.02
H 4.538 1.293 -5.888 0.00 -0.01 0.02
H 5.260 0.640 -4.410 -0.02 0.02 0.00
C -4.207 1.183 -1.083 -0.01 0.01 -0.01
C -2.922 0.491 -1.454 0.05 -0.08 0.11
O -2.111 0.150 -0.600 -0.79 0.24 -0.26
N -2.732 0.222 -2.759 0.03 -0.07 -0.15
C -1.459 -0.253 -3.317 -0.01 0.00 0.22
C -1.079 -1.684 -2.993 -0.08 0.14 0.20
C -1.268 -2.687 -3.930 -0.03 -0.03 -0.02
C -0.877 -3.982 -3.622 -0.03 -0.01 -0.06
C -0.305 -4.224 -2.389 0.02 -0.03 0.01
C -0.138 -3.161 -1.512 -0.07 0.19 -0.08
N -0.517 -1.908 -1.795 0.06 -0.45 -0.11
H -4.071 1.651 -0.110 0.02 -0.01 -0.02
H -5.010 0.446 -1.014 0.01 0.03 -0.01
H -4.487 1.941 -1.815 -0.02 -0.04 0.01
H -3.417 0.574 -3.405 0.00 0.00 -0.03
H -0.657 0.402 -2.979 -0.03 0.02 0.00
H -1.544 -0.147 -4.396 0.03 0.03 -0.06
H -1.712 -2.453 -4.891 0.01 -0.01 0.04
H -1.016 -4.785 -4.337 0.01 0.03 0.02
H 0.014 -5.217 -2.100 -0.01 0.05 0.01
H 0.302 -3.325 -0.538 -0.02 0.04 0.03
C -2.729 -2.313 3.030 0.02 0.08 0.07
S -1.914 -2.256 1.432 0.10 -0.45 -0.06
C -3.428 -2.340 0.468 -0.01 0.00 -0.05
O -1.256 -3.592 1.276 -0.15 0.23 0.05
H -3.406 -3.167 3.022 0.00 0.03 0.07
H -3.255 -1.373 3.216 0.04 -0.07 -0.02
H -1.944 -2.453 3.771 -0.06 0.02 -0.04
H -3.958 -3.249 0.754 -0.02 0.02 -0.03
H -3.138 -2.379 -0.581 -0.02 0.01 0.03
H -4.024 -1.447 0.662 0.01 -0.05 -0.02
```
Forces are in eV/Å.

The calculation puts the HOMO energy at -6.07 eV. The electronic energy is -90990.9035 eV. For the HOMO-LUMO gap, the calculation gives 5.7701 eV. As for the multiplicity: 1.

=====

Record 2
A cluster of 6 separate species, C11H36NO5 in total. Source: the Open Molecules 2025 dataset; level of theory: ωB97M-V/def2-TZVPD.

Geometry as XYZ:
```
53
Properties=species:S:1:pos:R:3:forces:R:3
N 0.681 -0.503 -0.888 -0.81 -1.60 -0.54
H 1.184 -1.084 -0.233 0.59 0.13 0.54
H 1.115 -0.552 -1.799 1.05 1.08 -0.40
H 0.367 0.380 -0.511 0.30 0.71 -0.09
H -0.131 -1.052 -1.132 -1.17 -0.26 0.40
C 4.517 -4.153 -1.341 -0.41 -0.61 0.27
O 3.917 -3.749 -2.541 -0.94 0.80 -0.90
H 5.358 -4.843 -1.408 0.11 0.18 -0.32
H 4.772 -3.296 -0.717 0.23 0.07 -0.08
H 3.704 -4.698 -0.861 0.23 -0.12 0.51
H 4.352 -3.820 -3.393 0.73 -0.27 0.56
C -0.360 0.683 -5.824 -1.69 0.60 -1.23
O 0.637 -0.236 -5.460 0.08 0.34 0.57
H -0.751 1.360 -5.064 0.79 -0.36 0.73
H -0.143 1.346 -6.662 0.87 0.03 -0.06
H -1.270 0.209 -6.188 -0.12 -0.59 0.14
H 0.747 -0.845 -6.194 0.05 -0.02 -0.02
C -1.049 4.949 2.150 0.11 0.42 -0.14
C -1.066 4.673 0.660 0.27 1.25 0.90
C 0.305 4.877 0.111 1.16 1.05 -0.40
O -1.391 3.369 0.369 -0.66 -2.40 -0.31
H -1.005 6.032 2.265 0.05 0.01 0.26
H -0.128 4.525 2.550 -0.15 -0.11 0.35
H -1.927 4.596 2.692 -0.03 -0.13 -0.04
H -1.776 5.335 0.163 -0.11 0.23 -0.02
H 0.913 5.608 0.645 -0.45 0.47 0.18
H 0.240 5.259 -0.908 0.39 -0.55 -0.21
H 0.930 3.995 0.249 -0.32 -0.37 -0.52
H -2.053 3.067 0.994 -0.21 -0.01 -0.06
C -5.467 -1.504 -1.751 0.96 -0.79 0.69
C -4.893 -2.681 -0.923 -1.13 0.03 -0.50
C -5.629 -4.012 -1.034 -0.64 0.08 0.01
O -3.553 -2.874 -1.302 0.91 0.14 -0.01
H -6.474 -1.287 -1.397 -0.03 0.02 -0.48
H -5.348 -1.717 -2.814 -0.60 -0.14 -0.02
H -4.832 -0.635 -1.581 -0.08 0.13 0.22
H -4.967 -2.438 0.137 0.19 0.39 0.22
H -5.243 -4.707 -0.288 0.06 -0.04 0.13
H -5.588 -4.530 -1.993 0.21 0.37 -0.24
H -6.685 -3.863 -0.805 -0.07 -0.05 0.07
H -3.341 -3.768 -1.020 0.30 -0.09 -0.08
C 4.443 0.840 3.763 0.29 0.21 -0.32
C 3.640 -0.248 4.428 -1.40 1.20 -0.74
C 2.592 0.413 5.302 -0.14 -0.24 1.26
O 2.919 -0.928 3.347 0.79 -0.19 0.46
H 3.787 1.658 3.465 -0.15 -0.11 -0.26
H 4.940 0.437 2.880 0.21 0.15 0.07
H 5.161 1.315 4.433 0.15 -0.32 0.06
H 4.283 -0.901 5.019 -0.13 -0.36 -0.23
H 3.070 1.043 6.052 0.12 0.03 0.10
H 2.008 -0.319 5.859 0.00 -0.18 0.05
H 1.859 1.049 4.804 0.32 -0.10 -0.56
H 2.629 -1.774 3.697 -0.11 -0.11 0.03
```
Forces are in eV/Å.

The calculation puts the HOMO energy at -12.50 eV. The electronic energy is -23709.8275 eV. For the HOMO-LUMO gap, the calculation gives 8.8195 eV. As for the multiplicity: 1. Its net charge is +1.